C84H134B7F28N14O8 | ωB97M-V/def2-TZVPD

The geometry in XYZ format:
```
275
Properties=species:S:1:pos:R:3:forces:R:3
C 5.915 4.347 1.621 -0.296 0.448 -0.085
O 5.173 3.183 2.017 0.816 -0.487 0.700
C 3.790 3.261 1.933 -0.895 0.904 -2.257
C 3.144 2.157 2.728 1.618 1.426 1.739
N 3.814 2.336 4.091 0.688 0.186 1.268
H 4.803 2.592 3.932 0.022 -0.369 -0.508
H 3.440 3.215 4.465 -0.128 -0.275 0.129
C 3.777 1.275 5.170 -0.744 0.339 0.292
C 4.826 1.374 6.278 -1.024 -0.434 0.561
O 6.062 1.115 5.741 0.354 -0.669 -0.843
C 7.114 0.942 6.698 -0.782 -0.701 -0.271
H 6.968 4.178 1.852 -0.269 -0.117 0.046
H 5.545 5.231 2.154 0.097 -0.136 0.041
H 5.799 4.560 0.558 -0.076 -0.175 -0.095
H 3.469 3.147 0.879 0.012 0.005 0.227
H 3.396 4.276 2.158 0.211 -0.447 0.393
H 3.443 1.180 2.413 -0.471 -0.624 -0.411
H 2.124 2.425 2.929 -0.653 -0.726 -0.533
H 3.962 0.283 4.780 -0.046 -0.016 -0.807
H 2.752 1.242 5.579 0.385 0.185 -0.166
H 4.436 0.556 6.939 0.620 0.252 -0.008
H 4.856 2.275 6.907 -0.294 0.268 -0.283
H 7.103 1.849 7.259 0.982 0.692 0.543
H 8.014 0.666 6.145 -0.052 0.625 0.198
H 6.902 0.116 7.386 -0.191 -0.038 -0.096
C 1.827 1.792 -10.613 0.783 0.479 -1.016
O 2.450 0.773 -9.857 0.135 -0.809 0.681
C 3.459 -0.065 -10.441 -1.687 -0.090 1.252
C 3.657 -1.109 -9.283 0.786 1.618 -0.457
N 3.734 -0.322 -7.996 -0.264 0.644 0.868
H 4.589 -0.469 -7.473 0.591 0.131 -0.522
H 3.625 0.708 -8.109 0.295 -0.629 -0.670
C 2.708 -0.622 -6.947 0.503 -0.463 0.255
C 3.341 -0.198 -5.604 -0.070 0.522 -0.448
O 4.128 1.017 -5.786 -1.440 -1.686 -0.098
C 4.261 1.713 -4.567 0.040 0.916 0.121
H 1.271 2.442 -9.941 0.129 -0.118 0.084
H 1.165 1.409 -11.385 -0.149 -0.284 0.040
H 2.621 2.352 -11.124 -0.286 0.280 0.077
H 4.324 0.543 -10.728 0.190 -0.384 0.218
H 3.073 -0.611 -11.292 0.013 -0.034 -0.426
H 4.608 -1.626 -9.420 -0.208 -0.199 0.125
H 2.830 -1.788 -9.104 -0.059 -0.054 -0.730
H 2.548 -1.700 -6.958 -0.043 -0.014 0.179
H 1.759 -0.153 -7.208 0.251 0.315 0.078
H 4.013 -0.975 -5.203 -0.119 -0.042 -0.209
H 2.502 -0.120 -4.909 0.214 0.469 0.270
H 4.759 1.104 -3.811 0.347 -0.087 0.050
H 3.285 1.983 -4.144 0.168 0.107 -0.318
H 4.836 2.623 -4.804 -0.254 -0.410 0.382
C -0.871 5.806 6.511 0.321 0.783 -0.127
O -1.732 5.593 5.418 -0.129 0.683 -0.241
C -2.703 4.616 5.553 -0.134 -0.748 0.291
C -3.600 4.692 4.353 -0.899 -0.244 -0.609
N -2.847 4.653 3.047 0.109 0.695 0.838
H -2.496 5.616 2.930 0.328 -0.493 -0.085
H -1.975 4.080 3.159 -0.658 0.234 -0.177
C -3.518 4.329 1.711 1.229 0.080 1.650
C -2.329 4.150 0.813 -0.466 -0.105 -1.649
O -1.434 5.177 1.011 -0.339 1.123 0.954
C -0.246 5.189 0.254 0.812 0.130 -0.139
H -0.363 6.754 6.350 -0.048 0.039 -0.212
H -0.089 5.062 6.572 0.143 -0.637 0.045
H -1.390 5.924 7.449 -0.428 -0.248 0.399
H -3.453 4.764 6.346 0.587 0.222 0.537
H -2.213 3.641 5.710 -0.229 -0.143 -0.229
H -4.101 5.668 4.446 0.029 -0.331 -0.464
H -4.382 3.904 4.388 0.599 0.380 -0.176
H -4.148 5.169 1.394 0.121 -0.319 0.352
H -4.043 3.392 1.815 -0.412 -0.070 -0.023
H -2.844 4.235 -0.146 0.632 -0.508 -0.811
H -1.799 3.198 0.920 -0.358 -0.279 0.048
H -0.440 5.412 -0.795 -0.032 0.023 -0.047
H 0.294 4.241 0.321 -0.150 -0.166 0.038
H 0.420 5.954 0.677 -0.389 -0.215 -0.246
C 0.893 -1.871 2.805 -0.777 -0.606 0.862
O 1.202 -2.047 1.450 -0.162 0.753 -0.537
C 0.046 -2.401 0.693 1.006 -1.143 0.385
C -1.028 -1.388 0.460 0.288 0.715 -0.047
N -0.476 -0.339 -0.480 -0.164 -0.037 0.929
H 0.203 0.285 -0.025 -0.139 -0.119 0.322
H 0.113 -0.823 -1.169 -0.454 0.122 -0.471
C -1.475 0.582 -1.110 0.049 0.300 -1.195
C -0.682 1.413 -2.142 0.456 -0.276 -0.237
O 0.459 1.918 -1.476 -0.471 -0.754 1.477
C 1.285 2.912 -2.051 0.060 -0.203 0.734
H 1.789 -1.637 3.375 -0.038 -0.026 -0.049
H 0.410 -2.782 3.200 0.539 -0.154 0.021
H 0.124 -1.127 3.005 0.274 0.573 -0.262
H -0.361 -3.289 1.187 -0.492 -0.059 -0.083
H 0.460 -2.712 -0.255 -0.111 -0.155 -0.262
H -1.368 -0.907 1.375 0.019 0.178 -0.094
H -1.888 -1.895 0.010 0.254 0.346 -0.204
H -1.957 1.253 -0.386 0.608 -0.371 0.223
H -2.295 0.008 -1.558 0.523 0.052 -0.149
H -1.314 2.170 -2.552 -0.462 0.709 -0.036
H -0.341 0.847 -3.017 -0.243 -0.510 0.111
H 0.670 3.724 -2.424 0.313 0.118 -0.556
H 1.970 2.442 -2.755 -0.279 0.351 -0.519
H 1.913 3.274 -1.231 -0.183 0.116 -0.216
C 2.879 1.530 9.849 0.484 -0.535 -0.139
N 1.753 1.185 8.956 0.480 1.297 0.948
C 1.555 -0.097 8.632 -0.226 0.704 -0.426
C 0.453 -0.405 7.891 -0.575 -0.767 0.174
C -0.461 0.561 7.575 -0.182 -0.649 -0.482
C -0.233 1.840 7.973 -0.257 2.207 -0.260
C 0.895 2.210 8.626 0.749 -1.585 0.332
C -1.657 0.308 6.781 -1.638 -0.573 -1.054
C -1.707 -0.552 5.676 1.513 -1.197 0.153
C -2.829 -0.825 4.950 -0.924 0.613 0.662
N -3.969 -0.157 5.266 -0.909 -0.084 -1.429
C -4.004 0.721 6.261 0.841 -0.403 0.884
C -2.866 0.902 7.067 -1.331 0.601 -0.278
C -5.184 -0.390 4.347 1.204 0.094 1.392
H 2.515 1.834 10.815 -0.348 0.086 0.356
H 3.426 2.354 9.417 0.298 0.092 -0.130
H 3.507 0.642 9.990 -0.074 0.390 -0.164
H 2.266 -0.861 8.891 0.254 0.103 0.351
H 0.248 -1.426 7.696 0.113 -0.842 -0.414
H -0.913 2.620 7.686 -0.225 0.211 -0.021
H 1.125 3.244 8.888 0.186 -0.528 0.176
H -0.824 -1.140 5.457 0.162 0.067 -0.219
H -2.953 -1.568 4.163 0.438 0.280 0.083
H -4.944 1.199 6.527 0.124 -0.124 -0.304
H -3.053 1.519 7.922 0.303 0.326 0.409
H -5.176 -1.451 4.163 -0.302 -0.286 -0.162
H -4.984 0.134 3.426 -0.187 0.252 -0.191
H -6.081 -0.078 4.883 0.143 0.025 -0.271
C 0.695 -6.012 3.452 -0.299 0.274 0.218
N -0.663 -6.385 3.009 0.066 -0.275 -0.360
C -1.719 -5.660 3.406 0.231 0.425 0.985
C -2.992 -6.016 3.078 -0.323 -1.509 -0.547
C -3.152 -7.167 2.267 -2.417 0.908 0.099
C -2.064 -7.784 1.711 1.115 -0.031 0.114
C -0.815 -7.409 2.143 0.178 0.473 -0.115
C -4.563 -7.662 1.936 0.573 1.576 0.132
C -4.853 -9.012 1.949 -0.188 -1.077 0.285
C -6.147 -9.461 1.737 0.218 0.678 0.009
N -7.096 -8.558 1.461 -1.197 -0.131 0.420
C -6.866 -7.250 1.443 1.752 1.193 -0.002
C -5.589 -6.725 1.675 -0.563 -1.470 -0.076
C -8.520 -8.966 1.324 0.042 -0.954 0.473
H 1.166 -5.539 2.605 0.516 -0.166 -0.249
H 1.193 -6.883 3.858 0.219 -0.142 -0.264
H 0.654 -5.270 4.238 -0.229 0.124 0.221
H -1.530 -4.824 4.084 0.224 -0.254 -0.272
H -3.825 -5.472 3.510 0.079 -0.115 -0.259
H -2.090 -8.524 0.930 -0.405 -0.383 0.095
H 0.076 -7.887 1.746 0.024 0.135 0.353
H -4.120 -9.765 2.232 0.007 0.233 -0.137
H -6.502 -10.474 1.837 0.311 -0.195 -0.071
H -7.686 -6.588 1.236 -0.323 -0.015 -0.028
H -5.467 -5.651 1.612 0.259 0.035 0.021
H -8.656 -9.941 1.814 0.039 0.378 -0.173
H -8.770 -9.065 0.282 -0.076 0.043 -0.403
H -9.162 -8.240 1.810 0.068 0.074 0.002
C 9.017 -2.411 -6.113 -0.196 -0.410 0.058
N 8.196 -2.816 -4.934 -0.301 -0.458 0.153
C 8.114 -4.098 -4.490 0.153 1.060 -0.261
C 7.421 -4.424 -3.343 0.138 -0.711 0.048
C 6.773 -3.439 -2.611 0.164 0.699 -0.495
C 6.838 -2.125 -3.127 -0.422 -0.330 0.766
C 7.536 -1.855 -4.278 0.052 0.116 0.565
C 6.082 -3.725 -1.321 0.524 1.340 -1.057
C 4.861 -3.136 -1.055 -0.536 0.080 -1.027
C 4.245 -3.359 0.127 -0.192 -0.346 1.266
N 4.903 -4.054 1.096 -1.864 0.006 -0.107
C 6.083 -4.612 0.844 -0.030 -0.108 1.491
C 6.720 -4.418 -0.329 0.972 -0.784 -0.689
C 4.220 -4.280 2.405 -0.188 -0.280 -0.056
H 9.016 -3.218 -6.850 0.485 -0.012 0.358
H 9.989 -2.060 -5.761 0.029 -0.464 -0.198
H 8.523 -1.585 -6.587 -0.304 0.484 -0.112
H 8.638 -4.818 -5.075 0.289 -0.448 -0.266
H 7.426 -5.481 -3.045 -0.078 0.544 -0.082
H 6.389 -1.283 -2.596 0.062 -0.324 -0.181
H 7.628 -0.839 -4.625 0.078 0.057 -0.248
H 4.283 -2.575 -1.777 0.170 -0.038 -0.237
H 3.218 -3.031 0.292 0.353 0.040 0.379
H 6.520 -5.198 1.632 0.086 -0.043 0.290
H 7.707 -4.846 -0.451 -0.068 0.003 -0.101
H 4.006 -5.342 2.580 0.511 0.222 -0.161
H 3.261 -3.779 2.429 -0.069 0.338 -0.311
H 4.824 -3.857 3.193 0.258 -0.100 0.237
C 0.952 13.270 -0.930 -1.067 -0.244 0.397
N 0.239 12.042 -1.395 0.583 0.887 0.311
C 0.957 11.107 -2.015 -0.102 -0.594 0.025
C 0.335 9.960 -2.443 0.195 0.083 -0.938
C -1.028 9.809 -2.310 -0.327 -1.178 -0.334
C -1.738 10.828 -1.693 -1.197 -0.792 0.994
C -1.090 11.914 -1.210 0.699 0.694 0.548
C -1.700 8.542 -2.788 -0.553 0.727 -0.293
C -1.051 7.341 -2.900 1.357 -0.250 0.396
C -1.694 6.194 -3.349 -1.211 1.470 0.535
N -2.983 6.321 -3.675 -0.882 -1.451 -0.689
C -3.668 7.493 -3.681 0.785 -0.928 -0.511
C -3.028 8.598 -3.242 -0.146 1.394 0.589
C -3.699 5.095 -4.172 0.078 0.441 -0.139
H 0.758 13.444 0.132 0.064 -0.247 -0.140
H 0.548 14.112 -1.476 0.225 0.185 -0.257
H 1.992 13.097 -1.100 0.576 0.266 -0.094
H 2.030 11.230 -2.129 -0.224 0.272 0.034
H 0.894 9.260 -3.032 0.370 -0.406 0.123
H -2.766 10.675 -1.350 0.217 0.200 -0.585
H -1.549 12.669 -0.575 -0.014 -0.076 -0.396
H 0.003 7.274 -2.657 -0.007 -0.241 0.083
H -1.241 5.226 -3.438 0.121 -0.151 0.017
H -4.634 7.470 -4.171 -0.029 0.075 0.396
H -3.559 9.543 -3.235 0.007 -0.092 -0.146
H -3.373 4.225 -3.617 -0.153 -0.070 0.112
H -3.505 4.948 -5.216 0.665 -0.028 -0.336
H -4.760 5.256 -4.165 -0.519 0.067 0.804
C -9.471 -6.655 -5.760 1.075 -0.797 1.388
N -8.051 -6.640 -5.181 -0.610 1.126 -0.586
C -7.476 -7.703 -4.602 -0.130 -0.062 0.475
C -6.293 -7.561 -3.917 0.492 0.317 -0.979
C -5.590 -6.355 -3.975 -0.365 0.571 0.881
C -6.187 -5.280 -4.580 -0.700 0.645 -0.745
C -7.426 -5.448 -5.187 0.509 0.235 0.104
C -4.249 -6.156 -3.374 -0.121 -2.732 -0.956
C -3.852 -5.106 -2.621 -0.782 1.457 0.093
C -2.552 -5.016 -2.207 0.269 0.155 0.488
N -1.710 -6.022 -2.424 0.152 0.253 -0.169
C -2.078 -7.085 -3.161 -0.514 -0.321 -0.228
C -3.345 -7.202 -3.659 -0.403 0.641 0.549
C -0.274 -5.845 -2.075 -0.887 0.090 -0.304
H -10.070 -7.156 -4.990 -0.064 0.013 -0.565
H -9.454 -7.158 -6.711 -0.149 -0.187 -0.275
H -9.760 -5.628 -5.821 -0.300 0.431 -0.272
H -7.984 -8.656 -4.648 -0.222 0.078 -0.067
H -5.840 -8.415 -3.478 0.106 -0.651 0.404
H -5.706 -4.302 -4.624 -0.171 -0.264 -0.054
H -7.893 -4.608 -5.699 -0.130 -0.363 0.161
H -4.541 -4.303 -2.398 0.146 0.171 0.165
H -2.164 -4.137 -1.719 -0.006 0.025 0.196
H -1.342 -7.816 -3.381 0.707 -0.498 0.058
H -3.716 -8.055 -4.222 0.642 0.102 -0.015
H 0.120 -5.511 -3.018 0.945 0.028 -0.092
H 0.106 -6.806 -1.749 0.241 0.094 0.042
H -0.189 -5.029 -1.358 0.089 -0.381 -0.020
B 3.115 5.983 -0.838 -0.064 0.744 -0.082
F 1.975 6.468 -1.520 -0.358 -0.027 0.053
F 2.770 5.661 0.493 -0.490 -0.620 0.504
F 3.565 4.838 -1.503 0.327 -0.253 0.093
F 4.058 6.986 -0.733 0.468 0.067 -0.422
B -0.235 5.269 -5.613 0.744 0.679 -1.194
F -0.026 4.305 -4.682 0.549 -2.513 1.618
F -1.588 5.370 -5.791 -1.623 0.462 -0.482
F 0.290 6.419 -5.067 0.341 1.772 0.556
F 0.369 5.032 -6.805 0.671 -0.674 -1.073
B 1.208 -2.885 -2.718 -0.391 -0.904 0.148
F 1.339 -3.164 -4.052 0.118 0.081 -0.482
F 1.913 -3.867 -1.963 0.168 -0.214 0.288
F 1.703 -1.654 -2.355 0.233 0.959 0.189
F -0.168 -2.977 -2.338 -0.038 0.180 -0.026
B 1.448 -3.219 6.027 0.850 0.150 0.503
F 0.190 -3.274 5.498 -2.423 -0.388 -0.920
F 2.205 -4.226 5.450 0.737 -0.240 -0.845
F 1.894 -1.919 5.802 0.962 1.020 -0.782
F 1.432 -3.376 7.372 -0.268 -0.356 1.787
B -0.338 1.786 3.389 -0.697 1.222 0.637
F 0.375 1.264 4.423 1.029 -0.605 1.827
F -1.703 1.684 3.657 -1.351 -0.135 0.232
F -0.065 3.156 3.273 0.188 0.682 -0.193
F -0.029 1.108 2.279 0.438 -1.016 -2.448
B -4.051 1.198 -3.292 -1.355 -0.763 -1.882
F -4.154 1.916 -4.480 0.141 0.355 -0.210
F -3.556 1.931 -2.297 1.088 2.781 2.698
F -5.276 0.699 -2.925 -1.335 -0.462 0.300
F -3.178 0.145 -3.428 1.355 -1.870 -0.766
B -4.077 -3.214 0.716 -0.578 -1.329 1.908
F -5.280 -3.952 0.659 -0.363 -0.445 0.552
F -4.150 -2.168 1.584 -0.366 1.228 0.905
F -3.033 -4.047 1.247 0.299 -0.648 -0.156
F -3.802 -2.870 -0.520 1.175 1.054 -3.114
```
Positions in Å, forces in eV/Å.

Values from the calculation:
largest force on an atom = 0.0783 hartree/bohr
electronic energy = -207317.728 eV
gap between HOMO and LUMO = 6.0 eV
net charge = +7
HOMO level = -18.750 eV